Entry 1:
Computed, not measured: C21H14BrN3O2PdS as an isolated structure, with ωB97M-V/def2-TZVPD.

Structure (XYZ):
```
43
Properties=species:S:1:pos:R:3:forces:R:3:lowdin_spin:R:1
Pd -0.0688 0.3236 0.5255 0.13 0.46 0.24 0.3763
Br -0.1238 2.4728 -6.4870 0.00 0.00 0.01 0.0022
S -1.5910 -1.2863 -0.5270 -0.05 -0.39 -0.08 0.4040
O -1.5525 0.3650 1.8957 0.07 -0.03 0.03 0.0373
O -0.9413 1.6919 -0.5854 -0.16 -0.11 0.11 0.0572
N 1.5511 0.3533 -0.5975 0.04 -0.14 -0.06 0.0169
N 1.0964 -0.8494 1.7181 -0.06 0.06 -0.16 0.0061
N -2.7799 -0.0060 1.4920 -0.01 0.00 -0.09 0.0032
C 3.0163 -2.1964 3.1827 -0.03 0.01 -0.01 0.0027
C 2.6772 -0.2272 0.0449 0.02 -0.04 0.00 0.0021
C 0.6270 1.5530 -3.9138 0.00 0.01 -0.01 -0.0033
C -0.7009 1.8115 -1.8607 0.05 0.04 -0.02 0.0023
C -5.3205 -0.7443 0.8485 -0.01 0.01 0.01 0.0014
C -1.6532 2.5066 -2.6380 0.00 0.02 -0.03 0.0050
C 3.9730 -0.1787 -0.3949 -0.05 -0.03 0.02 0.0019
C -0.3276 2.2066 -4.6311 0.03 -0.02 -0.01 0.0068
C 0.7698 -1.4556 2.8345 -0.05 0.04 -0.01 0.0027
C 1.5449 0.7179 -1.8428 0.02 0.02 0.11 -0.0001
C -3.8036 0.4109 2.2676 -0.01 0.03 -0.02 0.0005
C 4.9896 -0.8354 0.3296 0.03 0.00 -0.01 -0.0003
C 3.3931 -1.5499 1.9822 -0.02 0.01 -0.01 0.0000
C 0.4671 1.3384 -2.5209 -0.04 0.02 0.00 0.0076
C -4.2641 -1.1461 0.0694 0.02 -0.01 0.00 0.0161
C 2.3855 -0.8898 1.2626 0.03 -0.02 -0.05 0.0022
C 4.7154 -1.5134 1.4825 0.01 -0.01 0.02 0.0010
C -2.9543 -0.7773 0.4007 0.00 0.10 0.00 0.0439
C 1.7167 -2.1529 3.6019 0.04 -0.04 0.02 -0.0002
C -5.0876 0.0510 1.9733 0.00 -0.01 -0.01 0.0005
C -1.4748 2.6951 -3.9817 -0.03 0.01 0.04 -0.0009
H -5.8926 0.3928 2.6056 0.00 0.01 0.00 0.0001
H -0.2671 -1.3752 3.1348 0.01 0.01 -0.01 -0.0002
H 5.5019 -2.0112 2.0339 0.00 0.00 0.00 0.0000
H 3.7683 -2.7179 3.7612 0.00 0.00 0.00 0.0001
H 4.2398 0.3687 -1.2879 -0.01 0.01 -0.02 0.0001
H -3.5048 1.0304 3.0988 0.00 0.00 0.00 0.0005
H -2.5332 2.8829 -2.1350 0.00 0.00 0.00 0.0002
H -4.4099 -1.7521 -0.8130 0.00 0.00 0.00 0.0049
H 6.0038 -0.7884 -0.0422 0.00 0.00 0.01 0.0000
H 1.3993 -2.6359 4.5142 0.01 0.00 0.00 0.0000
H 1.5209 1.1883 -4.4037 0.00 0.00 0.00 -0.0003
H -2.2227 3.2242 -4.5571 -0.01 0.00 0.00 -0.0002
H 2.4448 0.5393 -2.4253 0.02 -0.01 0.00 -0.0005
H -6.3279 -1.0346 0.5847 0.00 -0.01 0.00 0.0002
```
Positions in Å, forces in eV/Å.

Its net charge is +1. For the LUMO energy (alpha / beta), the calculation gives -3.92 / -4.81 eV. Its orbital gap (alpha / beta) is 0.250 / 0.220 Eh. The value obtained for the molar mass is 558.8 g mol⁻¹. The calculation puts the energy at -4223.24927 Ha. Its spin multiplicity is 2.


Entry 2:
Computed, not measured: a 7-piece molecular cluster, C51H110N6O10 overall at a distorted geometry, with ωB97M-V/def2-TZVPD.

Structure (XYZ):
```
177
Properties=species:S:1:pos:R:3:forces:R:3:mulliken_charge:R:1
O 2.5374 5.1320 -2.7471 -2.33 -0.35 0.56 -0.2716
O -1.4115 4.9266 -4.3825 1.36 -1.03 -0.88 -0.4293
O -0.1548 3.0354 0.7267 0.80 1.61 0.59 -0.0639
O -3.9942 -3.1015 -4.1231 -0.38 1.70 -0.53 -0.2566
O -2.5123 -1.7933 -0.0507 0.08 2.26 1.20 -0.9510
O -3.6942 0.2732 1.8182 1.46 -0.71 -2.54 -0.7912
O -3.9701 1.5200 -3.4582 0.01 0.66 -1.79 -0.0910
O 0.8352 1.1849 -0.9954 1.81 0.78 -0.89 -0.9624
O 0.7491 6.0915 -0.0761 -1.82 -0.29 1.03 -0.3546
O 0.2033 3.9032 4.3919 2.21 -1.00 0.49 -0.4135
N -2.2518 -0.5967 -4.7580 -0.52 -0.61 -1.07 -0.0497
N -1.2058 5.1851 2.2267 -0.51 2.84 0.11 0.5953
N 3.5266 -3.9943 -3.8025 0.83 0.65 0.09 0.4001
N 3.6351 -0.2458 1.6642 0.07 0.00 -1.77 0.1994
N 0.1543 3.9717 -1.9280 0.41 -2.24 -1.31 1.4618
N -3.4415 -2.6713 5.4057 -1.32 -0.46 0.58 0.2494
C 1.4536 -3.6674 -2.3603 -0.35 0.35 1.74 0.7032
C 2.9272 2.2755 1.8854 -0.96 -1.47 -0.71 1.1789
C 4.3306 2.4845 2.3643 -0.71 1.32 0.42 -0.9783
C -2.6488 -0.5099 -3.2865 0.99 0.77 -1.21 -0.0211
C -3.6296 -4.4226 -3.8643 -0.28 -0.95 0.79 -0.7554
C -1.4714 -2.4069 3.7103 0.39 -0.02 2.14 0.9289
C -2.3460 -1.9579 -5.4740 -0.24 0.74 0.16 -0.1767
C -4.0309 0.1515 -3.1716 1.10 -0.60 2.44 -1.1389
C 3.8298 5.6472 -2.6917 0.92 -0.71 -0.95 -0.8756
C 5.0422 0.1207 2.2151 -0.87 1.45 -1.05 -0.5465
C 2.3667 3.7729 -3.1270 0.69 0.62 0.75 -0.7143
C -2.6133 -1.8207 6.4280 -1.20 -0.64 -0.84 -0.8885
C -4.5780 -1.8265 4.7125 2.28 1.12 -0.26 -0.9794
C 5.4350 -5.8317 -5.1555 -0.22 -0.94 0.15 -0.8031
C 3.3107 -1.6891 2.0880 -0.92 1.13 -0.56 -0.9999
C 3.9668 -3.7881 -5.3206 0.95 -0.77 1.01 -0.5159
C -1.8619 4.7613 3.5462 1.18 -0.48 -0.85 -0.0411
C -0.8310 4.7279 4.7232 -1.71 -0.19 -0.95 -0.7636
C -0.7639 -0.4450 -0.3349 4.07 3.90 -0.44 0.5224
C -5.2366 2.2052 -3.3373 0.12 -0.16 1.19 -0.9340
C -5.3649 -3.2986 7.0833 1.80 -0.78 -2.05 0.0423
C -5.9023 -4.3948 7.9102 -0.78 -0.67 1.71 -1.5038
C -1.7603 5.0371 -3.0441 -1.24 0.71 0.39 -0.8853
C -2.1041 3.8778 -5.0441 0.52 0.81 -0.14 -0.3426
C -4.1557 -3.8540 6.2117 0.02 1.52 0.54 -0.9078
C 2.0528 -3.7536 -3.7207 -0.27 0.03 -1.18 -1.0743
C 3.6478 -0.2771 0.0636 0.09 0.71 2.00 -0.4292
C 1.9479 -2.2141 1.5388 0.08 -1.68 0.78 2.3088
C -2.7348 0.4793 0.9990 -1.34 -1.89 3.37 -0.4710
C -0.6785 -1.6299 4.8217 -0.30 0.05 -0.42 0.0190
C -0.6735 6.6032 2.0648 0.55 -0.22 -0.88 -0.7301
C -0.1218 0.8782 -0.3081 -2.88 -2.16 1.24 0.3043
C -0.1023 -3.6264 -2.3535 0.58 0.70 -0.94 -1.3641
C -0.2877 6.9159 0.5688 1.25 -0.32 -0.28 -0.7242
C -0.7929 1.9803 0.6109 -1.91 -2.36 -0.82 0.4652
C -1.9718 -0.6466 0.2079 -4.13 -3.67 -0.37 0.0791
C -3.7330 -2.5646 -5.4124 -0.12 -1.67 0.02 -0.8766
C 5.1139 -6.0077 -3.6819 0.34 0.07 1.18 -0.8685
C 2.5288 0.7814 2.1587 0.76 -0.53 -0.59 -0.0455
C 3.7397 -5.4268 -3.3143 1.10 -0.06 -1.20 -0.5770
C -1.3915 3.9230 -2.0026 1.79 1.32 -1.70 0.6218
C -0.0174 2.5121 4.5948 -0.74 -0.48 -1.94 -0.6104
C 5.3977 1.6066 1.8345 0.97 -1.69 0.44 -0.8922
C -1.6160 -0.8954 5.7926 0.39 -0.24 -1.12 -0.4353
C 0.9083 3.3738 -3.1376 -1.07 0.26 -0.64 -0.1401
C -2.0965 1.6938 1.1168 3.02 2.69 -1.37 -0.1227
C 1.9916 6.0319 0.6345 -0.62 0.57 -0.87 -0.6089
C 4.3356 -2.9871 -2.9035 -0.41 -1.83 -0.86 -1.1646
C 1.8221 -3.7767 1.7899 -0.16 0.47 0.76 -1.8520
C -2.4949 -3.3332 4.3792 -1.31 0.23 0.05 -1.4944
C 5.3479 -4.3735 -5.5772 0.45 -0.18 0.49 -0.6727
H -3.3280 -1.2108 6.9806 -0.03 -0.42 0.20 0.4118
H 5.7391 -0.6148 1.8134 -0.04 0.01 0.29 0.4547
H 1.1425 -1.7538 2.1111 -0.07 0.04 -0.05 -0.7323
H -0.2712 -1.2051 -0.9231 -0.11 -0.16 -0.10 0.1537
H 1.8445 5.7329 1.6723 0.23 0.06 0.06 0.2552
H 2.8311 3.1290 -2.3801 0.42 -0.08 0.29 0.0712
H -2.6021 -4.6986 -4.1014 0.38 0.40 0.05 0.2946
H -0.2857 2.1958 3.5868 -0.14 -0.82 -0.13 0.0841
H 6.4008 -6.2749 -5.3981 0.13 0.27 0.15 0.4055
H 6.1133 -3.8146 -5.0386 0.06 0.11 0.13 0.3321
H -0.5065 -4.4989 -2.8667 0.00 -0.11 0.19 0.6686
H 1.7749 -4.4503 -1.6734 0.03 -0.37 -0.29 0.2281
H -5.0209 -2.5558 7.8030 -0.03 0.46 -0.54 0.1750
H 2.2684 2.9522 2.4296 -0.24 -0.34 0.23 -0.0668
H 0.1713 6.6832 2.7489 -0.11 0.28 -0.11 0.4756
H 0.4911 3.4109 -1.1584 -0.29 -0.91 1.08 -1.4365
H 5.9547 -5.7150 -3.0530 -0.08 0.94 0.12 0.3576
H 4.1373 -2.3099 1.7423 0.05 0.09 0.17 0.3606
H 5.3892 -3.2086 -3.0734 -0.12 0.20 -0.13 0.5722
H 0.6089 4.8441 -1.6991 -0.50 1.35 -0.17 0.5538
H 4.7357 -6.4939 -5.6659 -0.28 0.31 -0.57 0.3192
H 3.4787 -5.4965 -2.2583 0.12 0.11 -0.19 0.4518
H -2.0808 3.7601 3.1750 -0.42 -0.43 1.12 -0.0412
H 2.3887 0.5943 3.2234 0.39 -0.03 0.15 0.4014
H 4.2236 2.2955 3.4325 0.54 0.08 0.35 0.2455
H -2.1267 -0.1162 5.2269 -0.10 0.31 0.30 0.1965
H 0.3559 3.6090 -4.0473 0.28 0.80 0.19 0.7725
H -2.7998 5.2722 3.7638 0.28 0.39 -0.28 0.4478
H 1.7920 -3.9572 2.8645 0.13 0.06 0.18 0.4790
H -2.8417 5.1554 -3.1115 -0.42 0.04 0.99 0.6455
H -0.6394 -3.4444 -1.4226 0.53 -0.41 0.38 0.3711
H 1.6874 -2.0399 0.4948 0.56 0.31 0.01 -0.5962
H 5.6305 -4.2468 -6.6222 -0.37 0.00 -0.12 0.4288
H -4.7609 -0.4827 -3.6747 -0.39 0.42 -0.20 0.6203
H -0.0335 -0.9624 4.2502 0.03 0.50 0.30 -0.5037
H 3.3031 -1.5843 3.1729 -0.05 -0.70 0.06 0.4293
H 2.4158 7.0280 0.5086 0.52 -0.06 0.59 0.3571
H -0.3879 5.6994 4.9422 -0.51 0.08 0.31 0.4109
H 0.8357 1.8970 4.8811 0.38 0.80 0.35 0.3781
H -3.8279 -4.5086 -2.7959 0.42 -0.26 0.03 0.2827
H -3.2053 -3.7718 3.6784 0.24 -0.01 -0.29 0.4525
H 0.0565 7.9399 0.4243 0.09 0.30 0.89 0.5285
H -4.5554 -1.9683 -5.8077 0.01 0.59 0.62 0.3834
H -0.8736 2.2301 5.2075 0.02 0.54 0.45 0.4341
H -0.4032 -2.7528 -2.9319 -0.07 0.12 -0.37 -0.1200
H -2.0704 -4.1658 4.9401 0.46 0.17 -0.08 0.4334
H -5.1433 3.2537 -3.6201 0.17 -0.40 -0.90 0.2652
H 6.2954 1.9030 2.3771 0.19 -0.47 0.25 0.4922
H 3.3112 -4.3579 -5.9791 -0.66 0.43 0.36 0.3704
H 2.5989 5.3036 0.0970 0.03 0.02 0.16 0.0480
H -4.4150 -4.6690 5.5361 -0.56 0.56 -0.53 0.5074
H 4.5032 4.8960 -2.2789 0.27 0.02 0.29 0.3859
H 4.0920 -1.9565 -3.1619 -0.15 -0.21 0.06 0.3081
H 5.0663 -7.0382 -3.3298 -0.27 -0.40 -0.65 0.4703
H -3.1447 4.1981 -5.0968 -0.34 -0.75 0.18 0.3569
H 4.1196 -3.2815 -1.8765 -0.15 0.40 -0.05 0.3884
H -2.1327 -2.5663 7.0615 -0.04 0.12 0.09 0.3635
H -4.0258 -1.1921 4.0192 -0.01 -0.20 -0.51 0.4251
H 4.1266 5.8052 -3.7285 0.48 0.41 0.03 0.3122
H 2.5939 -4.4582 1.4321 0.43 0.55 -0.34 0.4292
H 1.9152 -2.7790 -1.9292 -0.55 0.40 0.38 -0.2387
H -3.7756 -3.4109 -6.0980 0.50 -0.06 -0.43 0.4850
H 4.9311 0.1161 3.2994 0.20 -0.50 -0.02 0.4136
H -4.9955 -1.0549 5.3594 -0.15 -0.73 0.61 0.3098
H -1.7963 4.0600 -0.9998 0.11 0.27 -0.21 0.0827
H 1.8985 -2.8278 -4.2750 -0.25 0.13 0.04 0.4466
H -6.1077 -2.9431 6.3691 -0.02 0.34 0.33 0.3738
H 0.8727 2.2844 -3.1279 -0.08 0.00 0.77 0.0381
H 1.6393 0.3744 1.6777 -0.14 0.66 -0.21 -0.6117
H -0.7541 -3.0194 3.1641 -0.26 -0.07 -0.21 -0.0552
H 1.5801 -4.5539 -4.2900 0.10 -0.02 -0.17 0.4375
H -5.5075 2.3259 -2.2884 0.12 -0.49 0.44 0.3368
H 3.0508 -6.0136 -3.9218 -0.34 0.03 0.25 0.3998
H -1.7377 3.8039 -6.0680 0.14 0.13 0.08 0.2927
H -6.0941 -5.3733 7.4699 0.05 0.21 -0.34 0.3688
H -2.4531 -1.5162 -2.9161 -0.94 0.20 0.49 0.2521
H -1.0384 -0.4981 6.6272 -0.06 0.41 -0.13 0.5103
H -4.1831 0.1781 -2.0926 -0.64 -1.06 0.28 0.4758
H 0.8919 -4.2260 1.4424 -0.19 0.52 -0.31 0.4222
H -0.0023 -2.1889 5.4686 -0.01 -0.79 -0.41 0.4178
H 2.7131 2.5132 0.8434 0.29 -0.11 -0.23 -0.5209
H 5.7508 1.7210 0.8096 -0.71 0.04 -0.30 0.3517
H 4.2976 -1.0897 -0.2613 0.09 0.08 0.25 0.1719
H -2.8219 0.0342 -5.3032 -0.95 0.31 -0.06 0.4859
H -5.3449 -2.3452 4.1373 0.37 -0.61 0.48 0.3976
H 2.6260 -0.4395 -0.2794 0.17 0.34 0.06 -0.1501
H 4.6025 3.5369 2.2825 0.05 0.02 -0.10 0.4966
H -1.3650 -0.1429 -4.9244 0.79 -0.48 0.22 0.3712
H -1.1561 6.9292 -0.0898 -0.18 -0.73 0.05 0.3502
H -1.6751 -2.6662 -4.9879 0.26 0.31 -0.07 -0.0126
H -1.9217 -1.6703 3.0449 -0.19 -0.19 -0.11 -0.0883
H -1.8299 0.1129 -2.9265 -0.45 0.24 0.75 -0.2121
H -1.8822 5.1301 1.4787 -0.52 -0.54 -0.14 0.4569
H -0.4826 4.5422 1.9373 0.55 -1.12 -0.14 -0.5586
H -1.7111 2.9466 -2.3665 0.30 -0.12 0.15 -0.4152
H -1.8681 2.9561 -4.5123 -0.73 -0.37 -0.13 -0.0414
H 4.0090 -2.7119 -5.4881 -0.60 -0.10 -0.03 0.3780
H -1.4607 7.3106 2.3257 0.07 -0.09 0.21 0.4511
H -5.2526 -4.5299 8.7749 0.12 -0.34 -0.02 0.3786
H -1.3871 4.2431 5.5256 -0.13 0.80 0.59 0.4348
H -4.2346 -5.2019 -4.3278 -0.42 0.33 -0.48 0.3643
H -2.5690 2.5168 1.6324 -0.34 -0.15 0.30 0.1033
H -3.3982 -4.3536 6.8156 0.25 0.53 0.35 0.4376
H -6.0607 1.6424 -3.7758 0.16 0.28 -0.55 0.3675
H -6.8282 -4.0257 8.3511 -0.21 -0.29 -0.02 0.3911
H 3.8983 6.5699 -2.1154 -0.38 -0.13 -0.09 0.2464
H -2.0576 -1.7330 -6.5008 0.13 -0.29 0.00 0.5297
H -1.3210 6.0092 -2.8200 -0.04 -0.08 0.83 0.1664
H 2.8720 3.5635 -4.0698 -0.25 -0.04 -0.32 0.5305
H 4.0393 0.6923 -0.2449 -0.19 -0.22 -0.17 0.5103
```
Positions in Å, forces in eV/Å.

Its net charge is +4. For the LUMO energy, the calculation gives -7.82 eV. Its orbital gap is 0.247 Eh. The value obtained for the molar mass is 967.5 g mol⁻¹. The calculation puts the energy at -3088.62501 Ha.


Which value of energy does entry 2 give? -3088.62501 Ha


What is the energy in the second record? -3088.62501 Ha


What is the energy in the first record? -4223.24927 Ha


The lowest net charge belongs to which entry? C21H14BrN3O2PdS